Computed, not measured: a structure of composition C52H60N2O4S2, with ωB97M-V/def2-TZVPD.

## Properties
- DFT total energy: -87733.400 eV

```
! RIJCOSX wB97M-V def2-TZVPD def2/J DEFGRID3
* xyz 0 1
C -0.46 1.47 -4.05
C -1.42 2.25 -3.17
C -0.75 3.46 -2.54
C -2.52 2.78 -4.12
C -2.09 1.39 -2.08
C -3.16 2.02 -1.41
C -4.21 1.23 -0.96
C -4.22 -0.13 -1.25
C -3.07 -0.81 -1.67
C -3.20 -2.33 -2.03
C -2.15 -3.23 -1.39
C -3.19 -2.46 -3.55
C -4.56 -2.88 -1.55
C -1.90 -0.01 -1.83
N -0.57 -0.57 -1.68
C 0.34 -0.34 -0.67
C 0.21 0.79 0.32
C 1.60 1.34 0.71
C 2.14 2.29 -0.15
C 3.22 3.09 0.22
C 3.81 2.88 1.46
C 3.37 1.84 2.28
C 2.26 1.08 1.91
N 1.52 -0.96 -1.04
C 2.82 -0.97 -0.41
C 2.99 -1.62 0.85
C 2.06 -2.75 1.37
C 2.46 -3.21 2.78
C 2.14 -3.93 0.39
C 0.62 -2.30 1.52
C 4.12 -1.31 1.62
C 5.19 -0.64 1.05
C 5.13 -0.26 -0.28
C 3.95 -0.37 -1.03
C 4.11 0.10 -2.51
C 5.14 1.23 -2.63
C 2.87 0.67 -3.16
C 4.62 -1.10 -3.32
C 1.25 -1.75 -2.17
C 0.01 -1.46 -2.59
H -0.96 0.61 -4.53
H -0.09 2.13 -4.84
H 0.41 1.12 -3.49
H -1.48 4.13 -2.07
H -0.01 3.17 -1.78
H -0.23 4.04 -3.32
H -3.21 3.46 -3.61
H -2.05 3.33 -4.95
H -3.09 1.95 -4.54
H -3.24 3.11 -1.35
H -5.06 1.69 -0.45
H -5.16 -0.67 -1.12
H -1.95 -2.92 -0.37
H -2.55 -4.25 -1.34
H -1.22 -3.28 -1.96
H -4.12 -2.05 -3.97
H -2.36 -1.92 -4.02
H -3.12 -3.52 -3.84
H -5.39 -2.42 -2.09
H -4.59 -3.96 -1.76
H -4.66 -2.74 -0.47
H -0.13 1.51 -0.44
H 1.64 2.45 -1.12
H 3.55 3.89 -0.45
H 4.64 3.51 1.79
H 3.87 1.61 3.23
H 1.90 0.27 2.56
H 2.31 -2.39 3.50
H 1.81 -4.03 3.09
H 3.50 -3.56 2.83
H 1.77 -3.64 -0.60
H 3.18 -4.27 0.29
H 1.53 -4.77 0.76
H 0.10 -2.16 0.57
H 0.05 -3.02 2.12
H 0.57 -1.35 2.06
H 4.18 -1.59 2.67
H 6.08 -0.42 1.65
H 6.03 0.17 -0.72
H 6.17 0.89 -2.47
H 5.11 1.66 -3.64
H 4.92 2.04 -1.92
H 2.16 -0.10 -3.45
H 2.40 1.41 -2.51
H 3.14 1.19 -4.09
H 3.93 -1.95 -3.26
H 4.74 -0.83 -4.38
H 5.59 -1.43 -2.93
H 1.99 -2.39 -2.62
H -0.51 -1.78 -3.48
C -4.47 -1.75 6.02
C -3.14 -1.39 5.79
C -2.72 -1.21 4.47
C -3.65 -1.28 3.45
C -4.98 -1.63 3.66
C -5.38 -1.88 4.96
S -3.03 -0.72 1.91
O -3.02 -1.91 1.07
O -3.87 0.40 1.56
C -1.42 -0.19 2.28
C -0.85 0.93 1.35
C -0.61 2.24 2.15
C 0.15 2.27 3.32
C 0.44 3.46 3.98
C 0.11 4.68 3.40
C -0.59 4.67 2.19
C -1.01 3.47 1.61
S -1.26 -0.27 4.02
O -1.54 1.00 4.67
O -0.05 -1.00 4.34
H -4.80 -1.89 7.04
H -2.43 -1.24 6.59
H -5.66 -1.66 2.81
H -6.42 -2.14 5.14
H -1.76 1.11 0.75
H 0.58 1.37 3.75
H 0.93 3.40 4.95
H 0.40 5.62 3.88
H -0.84 5.62 1.71
H -1.65 3.48 0.72
*
```